No. 1
ORCA calculation (the ωB97M-V functional and the def2-TZVPD basis) on a 2-piece molecular cluster, C24H42N2O2 overall at a distorted geometry.

Properties
Kohn-Sham gap (alpha / beta)	7.934 / 7.973	eV

Structure (ORCA input):
```
! RIJCOSX wB97M-V def2-TZVPD def2/J DEFGRID3
* xyz 1 2
C 2.87 3.67 3.60
C 2.56 3.44 2.04
C 1.16 4.10 1.72
C -0.07 3.14 1.90
C -0.34 2.34 0.56
C -1.41 1.17 0.66
C -1.49 0.44 2.05
N -1.17 1.31 3.23
C 0.08 2.11 3.08
O 3.60 4.13 1.32
C 4.37 3.24 0.51
C 5.16 2.15 1.30
C 5.74 2.29 2.62
C 6.49 1.18 3.22
C 6.69 -0.09 2.53
C 6.08 -0.24 1.21
C 5.34 0.85 0.61
H 2.00 4.17 4.08
H 3.12 2.66 4.02
H 3.78 4.33 3.67
H 2.49 2.36 1.77
H 1.18 4.38 0.62
H 1.07 5.07 2.27
H -0.97 3.77 2.14
H -0.76 3.09 -0.16
H 0.62 1.98 0.10
H -2.41 1.53 0.32
H -1.09 0.39 -0.08
H -2.56 0.11 2.18
H -0.89 -0.51 2.03
H -2.00 1.88 3.47
H -1.03 0.68 4.03
H 0.26 2.69 4.03
H 1.00 1.47 2.96
H 5.14 3.87 -0.02
H 3.75 2.77 -0.31
H 5.62 3.24 3.19
H 6.96 1.29 4.22
H 7.29 -0.91 2.98
H 6.20 -1.17 0.63
H 4.89 0.73 -0.40
C -1.49 -3.89 -3.82
C -1.91 -3.42 -2.40
C -2.89 -4.44 -1.78
C -4.29 -4.38 -2.38
C -4.83 -2.95 -2.35
C -3.89 -1.93 -2.99
N -2.49 -2.04 -2.47
O -2.46 -1.52 -1.26
C -3.91 -2.09 -4.52
C -4.47 -0.52 -2.76
C -0.60 -3.46 -1.59
H -0.61 -4.53 -3.78
H -2.26 -4.47 -4.32
H -1.22 -3.04 -4.45
H -2.97 -4.27 -0.70
H -2.49 -5.45 -1.90
H -4.29 -4.76 -3.41
H -4.95 -5.03 -1.82
H -5.81 -2.93 -2.85
H -5.03 -2.68 -1.30
H -3.17 -1.44 -4.99
H -4.88 -1.82 -4.93
H -3.72 -3.11 -4.85
H -4.64 -0.29 -1.71
H -5.44 -0.42 -3.25
H -3.81 0.25 -3.18
H 0.13 -2.75 -1.98
H -0.16 -4.46 -1.63
H -0.76 -3.24 -0.53
*
```

=====

No. 2
ORCA calculation (the ωB97M-V functional and the def2-TZVPD basis) on a 2-piece molecular cluster, C3H8FNO2S overall at a distorted geometry.

Properties
ΔE to the lowest compared entry with this formula, charge and spin	119.6	kcal per mole
Kohn-Sham gap (alpha / beta)	8.137 / 7.759	eV

Structure (ORCA input):
```
! RIJCOSX wB97M-V def2-TZVPD def2/J DEFGRID3
* xyz 0 1
C 2.43 -0.26 -0.56
C -2.77 0.72 0.10
C 1.93 -0.67 0.74
N -0.23 0.49 0.74
O -0.97 -0.36 -1.56
O -1.53 -1.61 0.49
F 0.14 1.59 -0.02
S -1.33 -0.35 -0.17
H 1.77 -0.57 -1.37
H 2.60 0.82 -0.61
H 3.40 -0.75 -0.72
H -3.59 0.34 -0.49
H -2.98 0.67 1.16
H -2.49 1.72 -0.21
H 1.40 -1.61 0.84
H 2.22 -0.16 1.64
*
```

=====

No. 3
ORCA calculation (the ωB97M-V functional and the def2-TZVPD basis) on a 2-piece molecular cluster, C4H7N4O2S overall at a distorted geometry.

Properties
ΔE to the lowest compared entry with this formula, charge and spin	80.4	kcal per mole
Kohn-Sham gap	6.749	eV

Structure (ORCA input):
```
! RIJCOSX wB97M-V def2-TZVPD def2/J DEFGRID3
* xyz 1 1
C 1.28 -1.06 2.75
C 2.39 -0.25 -1.79
C -0.99 -2.02 0.90
C -1.09 2.96 -0.99
N 1.12 -1.10 1.55
N 1.66 -0.60 -0.89
N 0.50 -1.14 -0.63
N 0.27 -1.41 0.58
O 1.61 -0.93 3.83
O 3.23 0.15 -2.45
S -1.36 1.19 -0.72
H -1.53 -2.21 -0.03
H -1.59 -1.35 1.53
H -0.84 -2.96 1.43
H -1.82 3.32 -1.71
H -0.08 3.13 -1.34
H -1.25 3.45 -0.03
H -1.52 0.84 -2.00
*
```

=====

No. 4
ORCA calculation (the ωB97M-V functional and the def2-TZVPD basis) on a 4-piece molecular cluster, C21H48B3F3O12 overall.

Properties
SMILES string	FC(F)(F)CCB1OBOBO1.COCCOCCOC.COCCOCCOC.COCCOCCOC
Kohn-Sham gap	9.528	eV

Structure (ORCA input):
```
! RIJCOSX wB97M-V def2-TZVPD def2/J DEFGRID3
* xyz 0 1
F 1.53 1.00 -0.84
C 1.18 2.25 -0.44
F 0.03 2.10 0.27
F 2.11 2.67 0.42
C 0.98 3.17 -1.62
C -0.27 2.79 -2.41
B -1.62 3.18 -1.71
O -2.78 2.44 -1.92
B -3.50 2.20 -0.77
O -3.62 3.22 0.15
B -2.53 4.07 0.29
O -1.69 4.23 -0.80
H 1.88 3.09 -2.24
H 0.93 4.20 -1.25
H -0.30 1.72 -2.64
H -0.24 3.30 -3.39
H -3.95 1.12 -0.54
H -2.31 4.60 1.32
C -1.06 -1.77 -0.13
O -2.19 -2.48 0.33
C -2.05 -3.89 0.30
C -2.76 -4.53 1.48
O -2.11 -4.36 2.72
C -2.16 -3.09 3.35
C -3.48 -2.76 4.00
O -4.50 -2.52 3.05
C -5.75 -3.06 3.38
H -1.00 -1.76 -1.22
H -1.16 -0.74 0.22
H -0.13 -2.19 0.27
H -0.99 -4.17 0.32
H -2.49 -4.29 -0.62
H -2.74 -5.61 1.30
H -3.80 -4.21 1.51
H -1.87 -2.29 2.66
H -1.42 -3.14 4.15
H -3.34 -1.87 4.62
H -3.77 -3.59 4.67
H -5.67 -4.10 3.70
H -6.37 -3.02 2.49
H -6.25 -2.49 4.18
C -1.50 -0.41 -9.53
O -0.72 -0.90 -8.47
C 0.49 -0.19 -8.25
C 0.85 -0.13 -6.79
O 0.04 0.75 -6.02
C -1.28 0.35 -5.70
C -1.38 -0.70 -4.62
O -0.94 -1.97 -5.06
C -0.22 -2.70 -4.11
H -1.11 -0.70 -10.50
H -2.50 -0.83 -9.41
H -1.57 0.69 -9.50
H 0.41 0.83 -8.65
H 1.31 -0.69 -8.78
H 1.85 0.29 -6.73
H 0.87 -1.14 -6.36
H -1.84 0.05 -6.59
H -1.75 1.25 -5.29
H -2.44 -0.76 -4.32
H -0.80 -0.38 -3.74
H 0.55 -2.08 -3.63
H 0.27 -3.53 -4.62
H -0.88 -3.10 -3.33
C 4.53 1.35 2.13
O 4.54 1.99 3.38
C 3.38 2.73 3.68
C 3.03 2.67 5.15
O 2.50 1.43 5.58
C 3.38 0.33 5.72
C 4.23 0.36 6.96
O 5.23 1.36 6.90
C 5.43 2.06 8.10
H 4.74 2.05 1.31
H 5.30 0.58 2.14
H 3.56 0.88 1.94
H 2.53 2.36 3.09
H 3.53 3.79 3.42
H 2.22 3.38 5.31
H 3.89 2.97 5.76
H 4.00 0.19 4.83
H 2.72 -0.54 5.81
H 4.70 -0.63 7.07
H 3.58 0.52 7.84
H 4.48 2.39 8.54
H 6.03 2.94 7.86
H 5.97 1.46 8.84
*
```

=====

No. 5
ORCA calculation (the ωB97M-V functional and the def2-TZVPD basis) on H2NO2S as an isolated structure at a distorted geometry.

Properties
ΔE to the lowest compared entry with this formula, charge and spin	94.0	kcal per mole
Kohn-Sham gap	6.547	eV

Structure (ORCA input):
```
! RIJCOSX wB97M-V def2-TZVPD def2/J DEFGRID3
* xyz -1 1
N -0.66 -0.85 -0.35
O -1.52 0.04 -0.63
O 0.99 -0.09 -0.12
S 1.33 0.66 1.25
H -0.33 -1.38 -1.29
H 0.19 1.63 1.15
*
```

=====

No. 6
ORCA calculation (the ωB97M-V functional and the def2-TZVPD basis) on C17H21As2N3O7S2Tc as an isolated structure.

Properties
ΔE to the lowest compared entry with this formula, charge and spin	0.0	kcal per mole
Kohn-Sham gap (alpha / beta)	7.735 / 6.500	eV

Structure (ORCA input):
```
! RIJCOSX wB97M-V def2-TZVPD def2/J DEFGRID3
* xyz 0 4
Tc 0.29 0.70 1.46
N -2.20 -0.77 4.77
C -1.39 -0.56 3.71
S -0.92 1.11 3.42
N -1.01 -1.57 3.01
N -0.18 -1.25 1.93
C 0.24 -2.31 1.32
C 1.04 -2.40 0.14
C 1.34 -3.68 -0.35
C 2.08 -3.85 -1.49
C 2.54 -2.71 -2.18
C 2.26 -1.44 -1.71
C 1.51 -1.27 -0.54
O 1.27 -0.04 -0.12
H -2.63 0.02 5.22
H -2.61 -1.68 4.88
H -0.11 -3.24 1.76
H 0.97 -4.54 0.19
H 2.30 -4.84 -1.87
H 3.11 -2.83 -3.09
H 2.59 -0.56 -2.24
O -0.65 3.72 -1.12
As -0.12 2.05 -1.21
O -0.58 1.39 -2.63
O -0.98 1.27 0.11
C 1.82 2.37 -1.20
C 2.27 2.54 -2.50
C 3.62 2.75 -2.76
C 4.54 2.79 -1.73
C 4.11 2.63 -0.42
C 2.77 2.41 -0.15
S 2.29 2.41 1.55
O 3.12 3.32 2.26
O 0.82 2.73 1.44
O 2.27 1.01 2.15
H -1.59 3.75 -1.35
H 1.55 2.49 -3.31
H 3.95 2.89 -3.78
H 5.59 2.96 -1.93
H 4.81 2.69 0.41
C -4.13 0.82 -0.54
As -3.27 -0.48 0.64
C -4.84 -1.59 0.97
C -2.51 -1.59 -0.79
H -4.92 0.34 -1.13
H -3.37 1.22 -1.22
H -4.56 1.64 0.04
H -5.39 -1.79 0.05
H -5.51 -1.09 1.68
H -4.53 -2.54 1.41
H -3.25 -1.77 -1.56
H -2.17 -2.55 -0.39
H -1.66 -1.06 -1.23
*
```

=====

No. 7
ORCA calculation (the ωB97M-V functional and the def2-TZVPD basis) on C4H13N2O2 as an isolated structure at a distorted geometry.

Properties
ΔE to the lowest compared entry with this formula, charge and spin	112.9	kcal per mole
Kohn-Sham gap	10.715	eV

Structure (ORCA input):
```
! RIJCOSX wB97M-V def2-TZVPD def2/J DEFGRID3
* xyz 1 1
C -0.83 1.60 -0.43
C -1.54 -1.64 -0.11
C -0.04 0.40 -0.02
C 2.66 0.15 -0.25
N 1.07 0.30 0.74
N -1.16 -0.47 0.70
O 3.45 -0.09 0.71
O 2.45 -0.77 -1.24
H -0.51 2.54 -0.05
H -1.83 1.76 -0.26
H -0.71 1.77 -1.45
H -0.71 -2.08 -0.55
H -2.25 -2.28 0.40
H -2.10 -1.32 -1.05
H 0.18 -0.24 -0.95
H 2.64 1.17 -0.72
H 1.09 1.05 1.39
H -0.57 -0.92 1.46
H -2.04 -0.04 0.81
H 3.77 0.43 1.45
H 2.91 -1.66 -1.21
*
```

=====

No. 8
ORCA calculation (the ωB97M-V functional and the def2-TZVPD basis) on an isolated ion of composition C3Br2F3O2 and charge -1 at a distorted geometry.

Properties
SMILES string	O=C([O-])[C@@](F)(Br)C(F)(F)Br
ΔE to the lowest compared entry with this formula, charge and spin	11.3	kcal per mole
Kohn-Sham gap	8.230	eV

Structure (ORCA input):
```
! RIJCOSX wB97M-V def2-TZVPD def2/J DEFGRID3
* xyz -1 1
O 1.28 -1.67 -0.41
C 0.28 -1.42 0.20
O -0.71 -1.97 0.57
C 0.43 0.33 0.51
F 0.26 0.63 2.01
Br 2.20 1.00 0.02
C -0.73 1.19 -0.16
F -0.46 1.40 -1.49
F -0.70 2.42 0.30
Br -2.48 0.51 0.07
*
```